# 1
Molecular formula: C2H4N4O2
Method: DFT, ωB97M-V with the def2-TZVPD basis set

As for the energy relative to the best compared isomer or geometry (same formula, charge and spin): 600.42 kJ/mol. The calculation puts the lowest unoccupied orbital energy at -0.39 eV. The highest occupied orbital energy is -9.95 eV. The SMILES is CNn1onnc1=O. For the frontier orbital gap, the calculation gives 0.35133 Eh.

Cartesian coordinates (Å):
C: 0.7060 -0.8919 1.1273
N: 1.2613 0.0550 -0.1044
N: 0.1699 0.7088 -0.6451
O: -0.2730 1.6858 0.3519
N: -1.5431 1.8074 -0.0023
N: -1.9342 1.0984 -0.9580
C: -0.9116 0.1197 -1.1495
O: -0.8674 -0.9303 -1.8092
H: 0.3173 -1.8483 0.5115
H: 1.4073 -1.1554 2.0577
H: -0.0398 -0.0973 1.7194
H: 1.7073 -0.5519 -1.0991

Cartesian forces (eV/Å) of the 3 atoms listed first:
-0.52 0.76 -0.30
1.83 -3.19 -1.54
2.78 0.66 3.10

These are the Mulliken partial charges, in e, on atoms 1 to 4:
1. C -0.5772
2. N -0.5422
3. N 0.2457
4. O -0.0450

---

# 2
Molecular formula: C4H6O2Zn
Method: DFT, ωB97M-V with the def2-TZVPD basis set

As for the energy relative to the best compared isomer or geometry (same formula, charge and spin): 111.69 kJ/mol. The calculation puts the lowest unoccupied orbital energy (spin up / spin down) at -0.36 / -0.36 eV. The highest occupied orbital energy (spin up / spin down) is -7.96 / -7.96 eV. For the frontier orbital gap (spin up / spin down), the calculation gives 0.27909 / 0.27907 Eh.

Cartesian coordinates (Å):
O: -2.2873 1.1884 0.1184
C: -1.1282 0.5856 -0.4049
C: -0.6213 -0.3910 0.6557
C: 0.5573 -1.1384 0.2251
C: 1.5074 -1.7789 -0.1894
H: -2.6545 1.7950 -0.5298
H: -0.3515 1.3385 -0.6224
H: -1.3456 0.0385 -1.3364
H: -1.4037 -1.1290 0.8884
H: -0.3973 0.1475 1.5886
H: 2.2659 -2.4767 -0.5207
O: 3.2798 1.6355 -0.2269
Zn: 2.5790 0.1851 0.3542

Cartesian forces (eV/Å) of the 3 atoms listed first:
-0.16 -0.10 0.23
0.37 0.13 -0.44
-0.23 -0.04 0.30

These are the Mulliken partial charges, in e, on atoms 1 to 4:
1. O -0.5048
2. C -0.4154
3. C -0.6352
4. C -0.2675

---

# 3
Molecular formula: C32H53FN3O3PPtSi
Method: DFT, ωB97M-V with the def2-TZVPD basis set

As for the energy relative to the best compared isomer or geometry (same formula, charge and spin): 44.05 kJ/mol. The calculation puts the lowest unoccupied orbital energy at 4.33 eV. The highest occupied orbital energy is -1.33 eV. For the frontier orbital gap, the calculation gives 0.20789 Eh. The charge is -2.

Cartesian coordinates (Å):
Pt: 0.6709 1.0713 -0.4613
C: -0.8898 -5.7427 -0.6455
C: -2.2985 -5.2667 -0.3100
C: -2.5273 -3.7902 -0.6483
C: -3.9674 -3.4008 -0.2509
C: -4.3304 -1.9539 -0.5576
C: -2.4014 -3.6013 -2.1450
O: -2.9836 -4.3167 -2.9546
N: -1.6260 -2.5672 -2.5254
C: -0.9032 -1.6631 -1.6676
O: -0.3552 -0.7485 -2.2752
N: -0.8751 -1.8870 -0.3549
C: -1.5652 -2.9040 0.1868
O: -1.5276 -3.1612 1.3922
H: -0.7584 -6.7952 -0.3826
H: -0.1487 -5.1619 -0.0943
H: -0.6839 -5.6390 -1.7134
H: -2.4810 -5.3806 0.7592
H: -3.0366 -5.8572 -0.8582
H: -4.0456 -3.5836 0.8235
H: -4.6515 -4.0839 -0.7634
H: -3.6333 -1.2633 -0.0809
H: -5.3342 -1.7208 -0.1956
H: -4.3107 -1.7536 -1.6319
H: -1.5604 -2.3605 -3.5108
F: -3.3552 1.1967 4.7935
C: -2.2434 1.2234 3.9928
C: -1.4925 2.3755 3.9416
C: -0.3684 2.3945 3.1198
C: 0.0053 1.2846 2.3687
C: 1.2066 1.2849 1.4798
C: -0.7905 0.1357 2.4536
C: -1.9147 0.0977 3.2618
H: -1.7915 3.2403 4.5215
H: 0.2259 3.2997 3.0542
H: 1.8026 0.3955 1.6929
H: 1.8368 2.1626 1.6454
H: -0.5452 -0.7244 1.8382
H: -2.5364 -0.7871 3.3142
C: 6.3437 0.7304 -2.1965
Si: 5.2989 -0.4996 -1.2130
C: 6.2269 -0.8197 0.3990
C: 5.3142 -2.1162 -2.1837
C: 3.6497 0.1010 -0.9240
C: 2.4880 0.4696 -0.7485
H: 7.3431 0.3355 -2.4043
H: 6.4501 1.6664 -1.6432
H: 5.8586 0.9626 -3.1471
H: 7.2401 -1.1908 0.2152
H: 5.6920 -1.5568 1.0014
H: 6.2962 0.0988 0.9861
H: 6.3340 -2.4497 -2.4004
H: 4.7803 -1.9940 -3.1284
H: 4.8050 -2.9003 -1.6195
C: -3.1293 3.5870 -3.7822
C: -2.4719 2.4879 -2.9401
C: -1.1480 2.0870 -3.6153
C: -3.3616 1.2363 -2.9796
P: -2.1153 2.8485 -1.0882
N: -1.2460 1.8037 -0.4042
C: -1.3768 4.6248 -1.0212
C: -0.6688 4.7441 0.3370
C: -2.3229 5.8129 -1.2178
C: -0.2605 4.7249 -2.0701
C: -3.7918 2.9115 -0.1717
C: -4.1648 1.4627 0.1779
C: -4.9741 3.5923 -0.8659
C: -3.5617 3.5976 1.1823
H: -3.3104 3.1914 -4.7897
H: -2.4860 4.4597 -3.8943
H: -4.0877 3.9185 -3.3848
H: -1.3607 1.4204 -4.4567
H: -0.4998 1.5315 -2.9367
H: -0.6051 2.9471 -4.0022
H: -3.3882 0.8513 -4.0050
H: -4.3884 1.4459 -2.6827
H: -2.9501 0.4557 -2.3372
H: -1.3599 4.8682 1.1682
H: -0.0048 5.6168 0.3184
H: -0.0730 3.8464 0.5155
H: -3.0668 5.8936 -0.4260
H: -2.8495 5.7763 -2.1720
H: -1.7347 6.7398 -1.2044
H: 0.4090 3.8641 -2.0112
H: 0.3290 5.6267 -1.8678
H: -0.6446 4.8104 -3.0854
H: -4.5406 0.9022 -0.6749
H: -4.9478 1.4696 0.9450
H: -3.2843 0.9496 0.5684
H: -5.3069 3.0462 -1.7481
H: -4.7580 4.6203 -1.1605
H: -5.8193 3.6212 -0.1673
H: -2.6961 3.1638 1.6844
H: -4.4392 3.4267 1.8158
H: -3.4248 4.6752 1.0996

Cartesian forces (eV/Å) of the 3 atoms listed first:
-0.02 -0.06 -0.07
-0.02 0.00 0.01
0.05 -0.01 0.00

These are the Mulliken partial charges, in e, on atoms 1 to 4:
1. Pt 0.4467
2. C -1.3036
3. C -1.3788
4. C 2.8382

---

# 4
Molecular formula: C37H91O20P
Method: DFT, ωB97M-V with the def2-TZVPD basis set

The calculation puts the lowest unoccupied orbital energy at -2.16 eV. The highest occupied orbital energy is -9.29 eV. For the frontier orbital gap, the calculation gives 0.26198 Eh.

Cartesian coordinates (Å):
O: -1.9758 -3.3644 -0.6500
C: -0.6376 -3.4682 -0.7875
O: -0.0220 -3.2126 -2.1147
C: 1.4251 -2.9343 -1.9366
C: 1.5616 -1.3361 -1.5970
C: 2.0564 -1.0219 -0.0379
C: 1.9816 0.6058 0.1431
C: 0.8438 1.1381 1.1965
C: 1.0237 1.3563 2.6612
P: 2.7426 0.9498 3.4835
O: 2.7588 1.3417 5.0456
O: 4.0598 1.8336 2.6862
O: 2.9174 -0.8063 3.2875
C: -0.2082 1.9488 3.6080
O: -0.2224 1.9304 4.9441
C: -1.5161 2.6660 2.8684
C: -1.7424 2.4359 1.3941
C: -0.6473 1.5160 0.5595
O: -0.9725 1.1074 -0.6739
H: 0.0623 -3.7899 0.0959
H: 1.8988 -3.5613 -1.0688
H: 1.9423 -3.2094 -2.9721
H: 0.4957 -0.8473 -1.7932
H: 2.3485 -0.8674 -2.3350
H: 3.2129 -1.3132 -0.0175
H: 1.4762 -1.6414 0.7676
H: 1.7222 1.0877 -0.9158
H: 3.0552 0.9776 0.4229
H: 4.5048 1.1533 2.0692
H: 2.0679 -1.1509 3.7389
H: -2.2722 3.3510 3.4827
H: -2.6741 2.9018 0.8588
C: 0.3482 3.4283 -3.6722
C: 0.9098 2.1757 -4.3124
O: 1.5250 1.3606 -3.3255
H: 1.1415 3.9939 -3.1728
H: -0.1257 4.0698 -4.4206
H: -0.3918 3.1736 -2.9065
H: 1.6645 2.4336 -5.0611
H: 0.1204 1.5978 -4.8028
H: 0.8445 1.1300 -2.6700
C: -6.6685 2.9662 2.7955
C: -5.5423 2.9992 1.7831
O: -4.3193 2.6348 2.4060
H: -6.4611 3.6514 3.6239
H: -7.6178 3.2492 2.3321
H: -6.7714 1.9657 3.2280
H: -5.4284 4.0056 1.3696
H: -5.7360 2.3069 0.9580
H: -4.4281 1.7364 2.7624
C: -1.9852 -7.8108 -0.7107
C: -0.9658 -7.5519 0.3793
O: -0.5345 -6.1999 0.3288
H: -1.5568 -7.5997 -1.6960
H: -2.3245 -8.8502 -0.6883
H: -2.8531 -7.1538 -0.5934
H: -0.0908 -8.1947 0.2458
H: -1.3906 -7.7482 1.3685
H: -1.3175 -5.6373 0.4568
C: 0.5934 5.2836 6.5772
C: 1.7049 5.4244 5.5579
O: 2.7695 4.5400 5.8759
H: 0.9642 5.5039 7.5835
H: -0.2333 5.9622 6.3488
H: 0.2125 4.2573 6.5958
H: 2.0976 6.4454 5.5580
H: 1.3452 5.1930 4.5506
H: 2.4124 3.6354 5.8648
C: 6.8328 3.9023 6.1362
C: 6.3752 4.8011 5.0062
O: 5.4108 4.1275 4.2108
H: 7.2657 2.9775 5.7409
H: 7.5801 4.4052 6.7564
H: 5.9868 3.6131 6.7682
H: 7.2195 5.0697 4.3646
H: 5.9292 5.7223 5.3936
H: 4.6614 3.9007 4.7879
C: 2.9486 -9.0732 0.5774
C: 3.2928 -7.7656 -0.1052
O: 4.4617 -7.2075 0.4770
H: 2.7852 -8.9166 1.6486
H: 2.0470 -9.5142 0.1432
H: 3.7722 -9.7884 0.4822
H: 2.4766 -7.0465 0.0112
H: 3.4706 -7.9159 -1.1744
H: 5.1825 -7.8501 0.3609
C: 8.5855 1.9730 9.3761
C: 9.7116 2.0060 8.3637
O: 10.9347 1.6416 8.9866
H: 8.7928 2.6582 10.2045
H: 7.6362 2.2559 8.9127
H: 8.4825 0.9724 9.8086
H: 9.8255 3.0124 7.9503
H: 9.5180 1.3137 7.5386
H: 10.8259 0.7432 9.3430
C: 13.9800 -0.5749 11.0794
C: 12.9640 -1.0233 12.1094
O: 11.6661 -1.0434 11.5336
H: 13.7312 0.4225 10.7025
H: 14.9855 -0.5496 11.5089
H: 13.9815 -1.2498 10.2174
H: 12.9500 -0.3340 12.9588
H: 13.1985 -2.0252 12.4817
H: 11.6868 -1.6647 10.7855
C: -1.1075 -1.5609 -7.1103
C: -0.5694 -2.0027 -5.7651
O: 0.7874 -1.6055 -5.6312
H: -0.5166 -1.9962 -7.9228
H: -2.1514 -1.8635 -7.2311
H: -1.0411 -0.4731 -7.2157
H: -0.6171 -3.0917 -5.6725
H: -1.1469 -1.5611 -4.9471
H: 0.8179 -0.6363 -5.7064
C: -9.7967 4.8600 -1.0263
C: -9.2586 4.4181 0.3188
O: -7.9018 4.8153 0.4528
H: -9.2058 4.4246 -1.8388
H: -10.8406 4.5574 -1.1472
H: -9.7303 5.9478 -1.1318
H: -9.3063 3.3291 0.4114
H: -9.8361 4.8597 1.1368
H: -7.8713 5.7845 0.3776
C: -5.5108 -2.2521 -8.4633
C: -4.3993 -2.1113 -9.4826
O: -3.3346 -2.9957 -9.1645
H: -5.1400 -2.0318 -7.4569
H: -6.3375 -1.5735 -8.6916
H: -5.8917 -3.2784 -8.4447
H: -4.0066 -1.0903 -9.4824
H: -4.7589 -2.3427 -10.4899
H: -3.6918 -3.9003 -9.1756
C: -9.9698 3.8765 -5.3213
C: -9.6645 5.3270 -5.6326
O: -8.7607 5.8498 -4.6701
H: -10.4046 3.7810 -4.3209
H: -10.6690 3.4597 -6.0517
H: -9.0533 3.2775 -5.3286
H: -10.5795 5.9259 -5.6025
H: -9.2173 5.4294 -6.6261
H: -7.9484 5.3165 -4.7106
C: -6.5737 -5.8175 -12.5823
C: -6.2684 -4.3669 -12.8936
O: -5.3647 -3.8441 -11.9311
H: -7.0085 -5.9129 -11.5820
H: -7.2729 -6.2342 -13.3127
H: -5.6573 -6.4165 -12.5897
H: -7.1834 -3.7680 -12.8636
H: -5.8212 -4.2645 -13.8872
H: -4.5523 -4.3774 -11.9717

Cartesian forces (eV/Å) of the 3 atoms listed first:
8.77 -0.84 -0.80
-6.06 0.89 -1.71
-0.21 -0.91 4.81

These are the Mulliken partial charges, in e, on atoms 1 to 4:
1. O -0.5933
2. C 0.3482
3. O -0.3760
4. C -0.4513